{
  "formula": "C37H38FN6O4STi",
  "method": "ωB97M-V with the def2-TZVPD basis set",
  "e_above_lowest_kcal_mol": 26.3,
  "charge": -1,
  "spin_multiplicity": 3,
  "e_tot_ha": -3409.94884,
  "species": ["Ti", "C", "C", "C", "C", "C", "C", "N", "N", "C", "C", "C", "C", "C", "N", "H", "H", "H", "H", "H", "H", "H", "H", "H", "C", "C", "C", "C", "C", "C", "C", "F", "C", "C", "C", "O", "C", "C", "N", "C", "C", "O", "O", "H", "H", "H", "H", "H", "H", "H", "H", "H", "H", "H", "O", "S", "N", "C", "C", "C", "C", "C", "C", "C", "C", "N", "C", "C", "C", "C", "H", "H", "H", "H", "H", "H", "H", "H", "H", "H", "H", "H", "H", "H", "H", "H", "H", "H"],
  "positions_angstrom": [[0.16767, -0.04123, 0.01675], [-0.20471, -3.92614, 4.46151], [0.39791, -2.69212, 4.26015], [0.14291, -1.95327, 3.11826], [-0.72643, -2.42789, 2.12604], [-1.35211, -3.67036, 2.35598], [-1.08617, -4.40135, 3.49879], [-0.95573, -1.67983, 0.96916], [-1.92154, -2.21815, 0.23219], [-2.24512, -1.56781, -0.89356], [-3.33475, -2.05649, -1.65539], [-3.74135, -1.36795, -2.76503], [-3.05457, -0.20148, -3.13011], [-1.97982, 0.19292, -2.36382], [-1.56739, -0.45656, -1.27771], [0.00691, -4.50620, 5.35135], [1.08499, -2.30276, 5.00305], [0.60581, -0.99358, 2.97506], [-2.03869, -4.04304, 1.61293], [-1.57107, -5.36055, 3.64071], [-3.82381, -2.95796, -1.31352], [-4.58382, -1.71348, -3.35180], [-3.35858, 0.38118, -3.98773], [-1.41634, 1.07936, -2.62290], [6.62260, -3.18178, -2.40800], [6.71437, -1.92205, -1.54174], [7.80255, -2.01874, -0.47790], [7.46701, -3.11250, 0.52856], [6.05539, -2.95734, 1.03495], [5.69060, -3.53459, 2.24091], [4.39084, -3.41204, 2.69697], [4.07348, -3.98868, 3.86980], [3.42808, -2.73168, 2.00042], [3.77514, -2.13376, 0.78643], [2.77111, -1.41685, 0.02605], [1.61113, -1.28720, 0.47901], [3.17774, -0.91221, -1.23925], [4.46681, -1.04537, -1.64181], [5.42389, -1.65095, -0.90763], [5.09489, -2.24998, 0.30154], [2.17190, -0.33018, -2.18363], [2.49179, -0.11177, -3.34329], [1.00909, -0.10995, -1.67869], [7.59584, -3.41450, -2.84183], [5.90788, -3.02463, -3.21603], [6.28343, -4.03238, -1.81644], [6.93464, -1.07177, -2.18944], [7.88380, -1.05911, 0.03748], [8.75617, -2.21842, -0.96737], [8.16288, -3.07394, 1.36734], [7.58325, -4.09575, 0.06416], [6.41823, -4.08731, 2.82103], [2.41177, -2.66085, 2.36640], [4.77253, -0.64927, -2.60180], [3.05906, 1.28736, 2.00069], [1.67042, 1.37385, 2.51364], [0.58316, 0.80103, 1.66489], [-4.15548, 0.31149, 2.17637], [-3.57111, 1.50628, 1.46245], [-4.26048, 2.71500, 1.37318], [-3.67384, 3.76752, 0.68198], [-4.36569, 5.10880, 0.61997], [-2.43972, 3.61764, 0.06170], [-1.67528, 2.41979, 0.14788], [-2.32295, 1.39316, 0.89439], [-0.47020, 2.11406, -0.39531], [0.38134, 3.08290, -1.11913], [1.85011, 2.88839, -0.71115], [0.12389, 4.58462, -0.87573], [0.26623, 2.88271, -2.64419], [-5.12544, 0.54721, 2.61650], [-3.48255, -0.02786, 2.96670], [-4.28287, -0.51972, 1.47880], [-5.23478, 2.83287, 1.83675], [-5.33262, 5.06921, 1.12270], [-4.52260, 5.43189, -0.41198], [-3.75674, 5.87010, 1.11326], [-2.09862, 4.46995, -0.50009], [-1.79056, 0.46373, 1.03357], [2.00621, 3.27263, 0.29320], [2.51289, 3.42982, -1.39175], [2.13946, 1.84256, -0.71800], [0.01565, 4.80828, 0.18544], [-0.74878, 4.93787, -1.42319], [0.98763, 5.13166, -1.26212], [0.47071, 1.85488, -2.92420], [0.98719, 3.52697, -3.15725], [-0.73613, 3.15858, -2.98553]]
}

{
  "formula": "C37H38NaO3PSi",
  "method": "ωB97M-V with the def2-TZVPD basis set",
  "charge": -2,
  "spin_multiplicity": 1,
  "e_tot_ha": -2451.60835,
  "species": ["Na", "C", "C", "C", "C", "C", "C", "C", "P", "C", "C", "C", "C", "C", "C", "C", "C", "C", "C", "C", "C", "C", "C", "H", "H", "H", "H", "H", "H", "H", "H", "H", "H", "H", "H", "H", "H", "H", "H", "H", "H", "H", "H", "C", "C", "C", "O", "C", "O", "O", "H", "H", "H", "H", "H", "H", "H", "C", "C", "C", "C", "C", "C", "Si", "C", "C", "C", "C", "C", "C", "H", "H", "H", "H", "H", "H", "H", "H", "H", "H", "H"],
  "positions_angstrom": [[0.37551, -1.34910, 0.61454], [1.46891, 2.67360, 2.82814], [2.41241, 3.17140, 1.77294], [3.50961, 3.93530, 2.14554], [4.40021, 4.41400, 1.19734], [4.18591, 4.12030, -0.13736], [3.09131, 3.35640, -0.50686], [2.17091, 2.87420, 0.41994], [0.62761, 1.69440, -0.02806], [1.13401, 1.52970, -1.80096], [1.83971, 0.35610, -2.05076], [2.21551, -0.02470, -3.32546], [1.88181, 0.77950, -4.39986], [1.18011, 1.95040, -4.17106], [0.79971, 2.34030, -2.89406], [0.05241, 3.62640, -2.73176], [-0.53249, 3.10020, 0.20344], [-0.51129, 4.41880, 0.61864], [-1.71749, 5.10840, 0.63954], [-2.90069, 4.49760, 0.25484], [-2.91599, 3.17730, -0.18356], [-1.72079, 2.48680, -0.21606], [-1.29979, 1.13150, -0.64546], [1.81851, 2.94690, 3.82584], [1.37171, 1.58870, 2.76424], [0.47311, 3.09150, 2.68054], [3.67741, 4.16350, 3.19584], [5.25611, 5.00560, 1.50384], [4.87661, 4.48600, -0.89166], [2.94151, 3.14140, -1.55866], [2.11121, -0.26380, -1.20646], [2.76711, -0.94370, -3.48056], [2.16491, 0.50300, -5.40926], [0.91181, 2.58050, -5.01266], [0.02331, 4.17170, -3.67566], [0.52091, 4.24880, -1.97196], [-0.96889, 3.42870, -2.41016], [0.40921, 4.91080, 0.90984], [-1.73779, 6.14550, 0.95844], [-3.82479, 5.06530, 0.27314], [-3.84089, 2.72120, -0.51336], [-1.54589, 0.92470, -1.69216], [-1.77069, 0.34600, -0.04106], [4.51121, -2.30200, 2.52974], [3.57131, -2.14370, 1.33714], [4.37321, -2.08640, 0.03714], [2.77481, -0.97530, 1.47814], [2.59441, -3.39690, 1.24734], [3.13221, -4.49090, 1.41904], [1.41701, -3.11900, 0.97634], [5.34621, -1.59770, 2.48434], [4.88601, -3.32190, 2.53674], [3.96061, -2.13320, 3.45224], [5.09161, -1.25930, 0.05444], [3.69221, -1.93810, -0.79786], [4.90351, -3.02460, -0.10576], [3.36911, -0.21760, 1.41004], [-2.15799, -6.91660, 2.11954], [-2.96729, -5.89520, 2.58724], [-3.08879, -4.72180, 1.86734], [-2.42329, -4.52190, 0.65974], [-1.62629, -5.57320, 0.20884], [-1.48819, -6.74730, 0.91624], [-2.29519, -2.87080, -0.25226], [-4.02709, -2.14130, -0.51516], [-4.33359, -1.60340, -1.76746], [-5.49179, -0.89730, -2.00846], [-6.40999, -0.69510, -0.98806], [-6.13529, -1.21170, 0.26794], [-4.96489, -1.91070, 0.49184], [-2.03469, -7.82720, 2.69464], [-3.49349, -6.01460, 3.53084], [-3.70559, -3.92720, 2.26704], [-1.08049, -5.43960, -0.71506], [-0.84359, -7.53610, 0.54554], [-2.18019, -3.44180, -1.64646], [-3.62459, -1.74910, -2.57216], [-5.69409, -0.49390, -2.99576], [-7.32439, -0.14020, -1.16876], [-6.84499, -1.05940, 1.07634], [-4.76949, -2.28910, 1.48604]]
}

{
  "formula": "C37H39AsCl2N2OPReS4Sb",
  "method": "ωB97M-V with the def2-TZVPD basis set",
  "e_above_lowest_kcal_mol": 0.0,
  "charge": -1,
  "spin_multiplicity": 3,
  "e_tot_ha": -7026.94600,
  "species": ["Re", "S", "Sb", "S", "S", "Cl", "C", "C", "C", "C", "C", "Cl", "C", "N", "H", "H", "H", "C", "C", "As", "C", "C", "C", "C", "C", "C", "C", "C", "C", "C", "C", "C", "P", "C", "C", "C", "C", "C", "C", "C", "C", "C", "C", "C", "C", "H", "H", "H", "H", "H", "H", "H", "H", "H", "H", "H", "H", "H", "H", "H", "H", "H", "H", "H", "H", "H", "H", "H", "H", "C", "S", "C", "O", "H", "H", "H", "H", "H", "H", "C", "H", "H", "H", "C", "C", "N", "H", "H", "H"],
  "positions_angstrom": [[1.96815, -1.06264, 1.96556], [5.88103, 0.77150, 2.87791], [5.40048, -1.25898, 1.99167], [3.47996, -2.29365, 3.24978], [3.65526, -0.86048, 0.26671], [0.89491, -3.04606, 5.29428], [-0.60385, -2.97372, 4.42915], [-1.68452, -3.66845, 4.92245], [-2.91240, -3.63579, 4.26771], [-3.02371, -2.87501, 3.11357], [-1.93649, -2.17476, 2.62922], [-2.16735, -1.22592, 1.19165], [-0.65350, -2.19196, 3.23594], [0.41515, -1.54581, 2.78186], [-1.55303, -4.24348, 5.82931], [-3.76066, -4.18272, 4.65431], [-3.96102, -2.80858, 2.57639], [-0.80198, 1.32490, -0.42801], [-0.94439, 2.69253, -1.07793], [-2.65826, 3.08160, -2.01132], [-2.05441, 2.56974, -3.80235], [-1.40282, 1.36334, -4.06148], [-0.89607, 1.08922, -5.32090], [-1.03324, 2.01994, -6.34405], [-1.68262, 3.21842, -6.10157], [-2.18904, 3.48995, -4.83530], [-3.73155, 1.51414, -1.55213], [-4.14657, 1.39180, -0.22690], [-4.94985, 0.33621, 0.17225], [-5.36971, -0.60582, -0.75547], [-4.98920, -0.47634, -2.08199], [-4.17640, 0.57733, -2.47930], [0.83387, 1.01871, 0.40528], [2.03289, 1.59713, -0.83499], [1.82257, 1.32171, -2.18184], [2.76755, 1.67584, -3.13301], [3.94305, 2.29969, -2.74331], [4.17969, 2.54454, -1.39753], [3.23951, 2.17933, -0.44837], [0.65737, 2.41968, 1.58760], [1.22438, 3.68380, 1.48943], [0.87217, 4.68859, 2.38241], [-0.06516, 4.45015, 3.37408], [-0.63518, 3.18850, 3.48498], [-0.27021, 2.18505, 2.60549], [-0.96071, 0.51792, -1.14320], [-1.54289, 1.19902, 0.35983], [-0.18903, 2.83821, -1.84962], [-0.81021, 3.49005, -0.34821], [-1.28998, 0.62802, -3.27331], [-0.38976, 0.14934, -5.50342], [-0.63024, 1.80876, -7.32666], [-1.79248, 3.94737, -6.89482], [-2.68932, 4.43343, -4.64799], [-3.83726, 2.12804, 0.50873], [-5.23934, 0.24495, 1.21144], [-5.99109, -1.43606, -0.44429], [-5.32278, -1.20043, -2.81539], [-3.89017, 0.66309, -3.51974], [0.92660, 0.80043, -2.49140], [2.58406, 1.45579, -4.17778], [4.68689, 2.56805, -3.48341], [5.11319, 2.98672, -1.07472], [3.47992, 2.30154, 0.60083], [1.94328, 3.90301, 0.71212], [1.32911, 5.66608, 2.29015], [-0.34999, 5.24038, 4.05726], [-1.35670, 2.98160, 4.26561], [-0.69216, 1.19073, 2.72065], [3.33066, -4.52678, -1.04755], [3.24796, -3.96365, 0.65420], [3.25236, -5.56547, 1.46128], [1.83160, -3.47015, 0.79705], [4.31060, -4.96981, -1.22878], [3.21087, -3.63334, -1.65840], [2.53379, -5.24211, -1.25309], [4.26248, -5.97382, 1.41357], [2.53356, -6.24056, 0.99675], [2.98626, -5.37051, 2.49825], [2.37967, 0.52580, 3.27670], [1.46131, 0.86684, 3.75153], [2.85259, 1.35707, 2.74753], [3.08069, 0.20714, 4.04181], [-0.76744, -3.77099, -0.36854], [-0.16417, -2.53173, -0.82819], [0.28546, -1.54143, -1.19400], [-0.35609, -4.00939, 0.61109], [-0.52912, -4.57615, -1.06212], [-1.84677, -3.64022, -0.30302]]
}

{
  "formula": "C37H39BCl4CrGeN9O2SSe",
  "method": "ωB97M-V with the def2-TZVPD basis set",
  "e_above_lowest_kcal_mol": 0.0,
  "spin_multiplicity": 2,
  "e_tot_ha": -9863.65895,
  "species": ["Cr", "C", "C", "C", "C", "C", "N", "N", "B", "N", "N", "C", "C", "C", "C", "C", "N", "N", "C", "C", "C", "C", "C", "H", "H", "H", "H", "H", "H", "H", "H", "H", "H", "H", "H", "H", "H", "H", "H", "H", "H", "H", "H", "H", "H", "Cl", "Ge", "Cl", "Cl", "S", "C", "N", "C", "C", "C", "C", "C", "C", "H", "H", "H", "H", "H", "Cl", "C", "C", "C", "C", "C", "C", "C", "O", "O", "H", "H", "H", "H", "C", "N", "C", "Se", "N", "C", "C", "C", "C", "C", "C", "H", "H", "H", "H", "H", "H", "H", "H"],
  "positions_angstrom": [[-1.07755, 0.15957, 1.34260], [-2.50754, -0.26578, 4.65699], [-1.03768, -0.34704, 4.44641], [-0.08124, -0.63123, 5.42250], [1.13683, -0.61255, 4.77271], [2.50474, -0.84597, 5.31744], [0.90208, -0.32578, 3.48508], [-0.42626, -0.15579, 3.27278], [1.85777, -0.24279, 2.29311], [1.47327, -1.32834, 1.28504], [0.29109, -1.22127, 0.63617], [0.20166, -2.27522, -0.18424], [-0.96860, -2.58541, -1.05559], [1.33625, -3.07144, -0.03688], [2.12169, -2.43555, 0.90810], [3.44685, -2.82993, 1.46301], [1.66660, 1.14729, 1.65571], [0.43799, 1.58200, 1.22966], [0.60492, 2.85587, 0.83173], [-0.49025, 3.73013, 0.34197], [1.93302, 3.22753, 0.99493], [2.57405, 2.11656, 1.51971], [4.00841, 1.95586, 1.88715], [-2.81216, -1.00460, 5.39823], [-2.79368, 0.72046, 5.02685], [-3.06670, -0.45199, 3.74574], [-0.26167, -0.83314, 6.46434], [2.44486, -1.01508, 6.39068], [2.97247, -1.71812, 4.85928], [3.15504, 0.01106, 5.14053], [2.98402, -0.38616, 2.65573], [-1.38819, -1.69773, -1.51971], [-0.65572, -3.26946, -1.84380], [-1.76095, -3.07817, -0.48660], [1.55240, -3.99385, -0.54845], [3.76652, -3.76736, 1.01255], [4.20503, -2.07342, 1.25590], [3.39526, -2.96696, 2.54346], [-1.29997, 3.17127, -0.11289], [-0.90819, 4.31112, 1.16637], [-0.10847, 4.42502, -0.40621], [2.36995, 4.18571, 0.77101], [4.53746, 2.88804, 1.69715], [4.12395, 1.70081, 2.94027], [4.46990, 1.16952, 1.28933], [-4.91462, 1.07745, 2.54923], [-2.93206, 1.93629, 1.98461], [-2.54688, 3.35673, 3.62493], [-3.79977, 3.28145, 0.42775], [-3.94532, 0.65685, -2.22247], [-3.21548, 0.16455, -0.76684], [-1.95542, 0.45405, -0.61551], [-1.47358, 1.12618, -1.73759], [-0.15492, 1.53437, -1.95246], [0.12565, 2.24088, -3.09995], [-0.85698, 2.49471, -4.06612], [-2.14640, 2.03975, -3.89667], [-2.44397, 1.35451, -2.71991], [-3.77549, -0.35749, -0.00385], [0.61202, 1.30840, -1.22392], [1.12454, 2.61781, -3.26414], [-0.59463, 3.05051, -4.95725], [-2.90787, 2.22048, -4.64316], [-7.25212, -5.67647, 1.70109], [-5.81138, -4.71216, 1.80562], [-5.91229, -3.33236, 1.73802], [-4.75776, -2.56814, 1.80892], [-3.52013, -3.18152, 1.96289], [-3.44113, -4.56772, 2.04667], [-4.58512, -5.34181, 1.95931], [-2.25149, -2.38920, 2.05276], [-1.23612, -2.86446, 2.50851], [-2.36117, -1.16298, 1.55514], [-6.88175, -2.86544, 1.63461], [-4.82391, -1.48847, 1.77353], [-2.47127, -5.02716, 2.18411], [-4.53668, -6.42026, 2.01350], [1.62096, -0.83263, -4.18857], [2.47091, 0.33611, -4.12464], [3.16335, 0.74506, -3.02452], [3.38810, -0.15715, -1.45618], [3.71622, 1.94670, -3.34845], [3.37892, 2.31648, -4.64068], [3.66236, 3.43489, -5.40095], [3.11412, 3.48748, -6.67739], [2.31100, 2.46048, -7.16647], [2.02525, 1.33709, -6.39882], [2.57803, 1.28449, -5.13237], [1.68323, -1.34479, -3.23091], [1.95607, -1.50258, -4.98081], [0.59076, -0.52380, -4.37580], [4.25834, 2.46394, -2.67842], [4.28115, 4.23640, -5.02099], [3.31551, 4.34610, -7.30314], [1.90172, 2.53896, -8.16440], [1.39823, 0.53978, -6.77370]]
}